[1]
ORCA calculation (ωB97M-V/def2-TZVPD) on a structure of composition C10H30BaO14S at a distorted geometry.

Geometry as ORCA input:
```
! wB97M-V def2-TZVPD RIJCOSX def2/J DEFGRID3
* xyz 0 1
Ba 0.127 0.302 0.024
S 2.230 3.549 -0.063
O 2.025 3.730 -1.515
O 1.089 4.285 0.454
O 2.061 2.142 0.293
O 3.459 4.157 0.418
C -1.012 -2.743 1.502
C -1.911 -2.745 0.241
O -1.282 -2.184 -0.903
O -0.413 -1.495 1.795
H -0.243 -3.496 1.333
H -1.509 -3.135 2.389
H -2.794 -2.152 0.476
H -2.341 -3.703 -0.052
H -1.711 -2.488 -1.706
H 0.113 -1.630 2.587
C 2.095 -1.212 -2.351
C 2.487 0.244 -2.334
O 1.394 1.121 -2.157
O 1.713 -1.544 -0.991
H 2.780 -1.876 -2.878
H 1.144 -1.373 -2.860
H 2.910 0.549 -3.291
H 3.258 0.432 -1.587
H 1.720 2.015 -2.285
H 1.933 -2.478 -0.952
C -2.016 -1.181 -4.338
C -2.459 -0.242 -3.242
O -1.429 0.172 -2.408
O -1.785 -2.468 -3.787
H -1.057 -0.859 -4.744
H -2.763 -1.092 -5.126
H -3.257 -0.631 -2.609
H -2.983 0.613 -3.669
H -0.984 0.886 -2.871
H -1.112 -2.867 -4.343
C 2.255 0.331 3.380
C 2.216 -1.113 4.000
O 0.866 -1.617 4.110
O 2.080 0.269 2.006
H 3.230 0.783 3.564
H 1.568 1.037 3.848
H 2.663 -0.978 4.985
H 3.019 -1.805 3.745
H 0.413 -1.290 4.891
H 2.337 1.109 1.618
C -2.618 1.688 1.807
C -1.775 2.867 1.673
O -0.418 2.547 1.765
O -2.544 0.833 0.670
H -3.634 2.052 1.956
H -2.288 1.214 2.732
H -1.958 3.580 2.477
H -1.986 3.355 0.721
H 0.156 3.307 1.645
H -3.059 1.226 -0.039
*
```

Computed properties:
HOMO, eV: -6.36
Strongest force on any atom, eV/Å: 4.7
Calculated total energy, eV: -51050.680
Gap between HOMO and LUMO, eV: 5.977

=====

[2]
ORCA calculation (ωB97M-V/def2-TZVPD) on a structure of composition C28H62F6HfN4O20S2 at a distorted geometry.

Geometry as ORCA input:
```
! wB97M-V def2-TZVPD RIJCOSX def2/J DEFGRID3
* xyz 0 1
Hf 1.310 -0.134 1.554
C 3.989 -3.089 -0.581
F 4.761 -2.011 -0.248
F 3.504 -2.897 -1.867
F 4.752 -4.204 -0.629
S 2.682 -3.540 0.620
O 3.289 -3.786 1.916
O 1.809 -2.325 0.604
O 2.001 -4.649 0.042
C -3.114 -1.146 3.666
F -4.446 -0.843 3.607
F -2.581 -0.667 4.850
F -3.138 -2.461 3.612
S -2.209 -0.174 2.342
O -2.433 1.236 2.627
O -0.806 -0.500 2.515
O -2.831 -0.664 1.128
C 5.497 0.071 2.765
C 6.346 1.289 2.900
C 5.696 2.718 2.920
O 6.425 3.681 3.154
C 4.268 2.828 2.562
C 3.621 1.651 2.205
C 4.229 0.273 2.390
O 3.289 -0.639 2.136
O 2.453 1.611 1.700
O 7.520 1.209 3.159
H 5.956 -0.925 2.792
H 3.860 3.806 2.429
C 3.209 3.413 -0.839
O 1.898 2.835 -1.192
C 1.667 2.845 -2.562
C 0.523 1.980 -2.939
N 0.992 0.564 -2.891
C 0.146 -0.338 -3.623
C 0.538 -1.832 -3.526
O 0.156 -2.319 -2.233
C -0.052 -3.737 -2.217
H 3.323 4.465 -1.114
H 3.992 2.806 -1.236
H 3.315 3.320 0.286
H 2.580 2.508 -3.140
H 1.464 3.936 -2.915
H 0.157 2.102 -3.948
H -0.368 2.138 -2.294
H 1.899 0.525 -3.372
H 0.158 -0.111 -4.693
H -0.907 -0.211 -3.363
H 1.587 -1.992 -3.617
H 0.034 -2.377 -4.382
H -0.050 -4.039 -1.170
H 0.613 -4.298 -2.771
H -1.020 -3.879 -2.674
C 0.646 2.226 4.077
O 1.038 0.935 3.776
C 0.895 0.009 4.874
C 1.788 -1.157 4.521
N 1.320 -1.814 3.259
C 0.315 -2.845 3.562
C -0.301 -3.753 2.542
O -1.043 -3.022 1.534
C -2.048 -3.761 0.864
H 1.326 2.565 4.904
H -0.373 2.382 4.482
H 0.821 2.803 3.120
H -0.148 -0.266 5.025
H 1.161 0.499 5.813
H 1.779 -1.871 5.317
H 2.764 -0.750 4.230
H 2.112 -2.303 2.871
H -0.628 -2.359 3.989
H 0.736 -3.482 4.343
H -0.862 -4.540 3.001
H 0.462 -4.416 2.085
H -2.592 -4.334 1.640
H -1.504 -4.373 0.211
H -2.698 -3.098 0.291
C -2.339 4.035 1.247
C -2.825 3.476 -0.066
C -2.187 4.251 -1.211
O -2.612 3.807 -2.479
C -1.843 4.490 -3.425
N -2.474 2.090 -0.191
H -1.261 4.072 1.178
H -2.450 3.342 2.039
H -2.679 5.108 1.491
H -3.927 3.631 -0.103
H -1.094 4.151 -1.207
H -2.462 5.305 -1.070
H -0.762 4.208 -3.282
H -1.899 5.618 -3.437
H -2.149 4.193 -4.413
H -3.084 1.438 0.349
H -2.437 1.792 -1.147
C -3.864 -0.116 -4.396
C -4.202 -0.501 -2.906
C -5.328 -1.540 -2.849
O -5.012 -2.641 -3.596
C -5.975 -3.556 -3.926
N -2.988 -1.026 -2.252
H -4.647 0.344 -5.004
H -3.413 -0.959 -4.912
H -3.161 0.697 -4.354
H -4.463 0.425 -2.380
H -6.286 -1.048 -3.123
H -5.383 -1.788 -1.781
H -6.716 -3.159 -4.694
H -6.554 -3.785 -3.009
H -5.528 -4.476 -4.404
H -2.889 -1.987 -2.420
H -3.013 -0.956 -1.235
O 0.063 1.748 1.023
H -0.840 1.698 0.531
H 0.700 2.205 0.478
O -0.189 -1.097 0.045
H -0.085 -1.550 -0.785
H -0.785 -1.622 0.625
O 2.123 -0.049 -0.403
H 3.012 0.276 -0.600
H 1.532 0.223 -1.135
O 5.061 0.682 -0.852
H 5.458 1.384 -0.330
H 5.334 -0.129 -0.404
*
```

Computed properties:
HOMO, eV: -8.28
Energy relative to the best compared isomer or geometry (same formula, charge and spin), kJ/mol: 21.61
Strongest force on any atom, eV/Å: 3.1
Calculated total energy, eV: -116236.947
Gap between HOMO and LUMO, eV: 8.115

=====

[3]
ORCA calculation (ωB97M-V/def2-TZVPD) on a structure of composition C20H22BFN2O6W.

Geometry as ORCA input:
```
! wB97M-V def2-TZVPD RIJCOSX def2/J DEFGRID3
* xyz -2 1
W -2.259 1.106 0.373
O 0.826 -0.704 4.477
C 1.304 0.531 4.345
C 2.320 0.974 5.199
C 2.855 2.245 5.067
C 2.388 3.109 4.081
C 1.373 2.678 3.236
C 0.820 1.411 3.351
C -0.273 0.987 2.440
O -0.679 1.815 1.533
N -0.735 -0.213 2.596
N -1.833 -0.552 1.746
C -1.357 -0.991 0.479
C -2.237 -1.957 -0.201
C -1.906 -3.238 -0.604
C -2.854 -4.070 -1.202
C -4.148 -3.594 -1.387
C -4.495 -2.302 -1.009
C -3.533 -1.459 -0.436
O -3.774 -0.201 -0.159
H 0.116 -0.799 3.695
H 2.680 0.289 5.958
H 3.646 2.564 5.738
H 2.806 4.103 3.976
H 0.977 3.320 2.459
H -0.292 -1.221 0.440
H -0.897 -3.603 -0.428
H -2.590 -5.077 -1.505
H -4.896 -4.233 -1.845
H -5.492 -1.913 -1.180
C 0.588 -1.456 -2.711
C 0.616 0.068 -2.804
C 0.778 0.496 -4.254
O -0.627 0.557 -2.310
B -0.495 0.790 -0.923
O 0.882 0.768 -0.608
C 1.631 0.707 -1.815
C 2.000 2.140 -2.199
C 2.892 -0.107 -1.575
H -0.294 -1.820 -3.241
H 0.498 -1.777 -1.672
H 1.481 -1.909 -3.150
H 0.025 -0.007 -4.863
H 1.768 0.225 -4.634
H 0.637 1.570 -4.360
H 1.098 2.723 -2.388
H 2.645 2.176 -3.082
H 2.525 2.593 -1.357
H 2.651 -1.081 -1.152
H 3.532 0.420 -0.866
H 3.450 -0.251 -2.506
O -3.004 2.227 -0.730
F -3.138 1.941 1.969
*
```

Computed properties:
HOMO, eV: -0.38
Energy relative to the best compared isomer or geometry (same formula, charge and spin), kJ/mol: 41.59
Strongest force on any atom, eV/Å: 0.3
Calculated total energy, eV: -41587.151
Gap between HOMO and LUMO, eV: 4.995

=====

[4]
ORCA calculation (ωB97M-V/def2-TZVPD) on an isolated molecule of C5H9N at a distorted geometry.

Geometry as ORCA input:
```
! wB97M-V def2-TZVPD RIJCOSX def2/J DEFGRID3
* xyz 0 1
C -1.820 0.740 0.857
N -1.123 0.485 -0.411
C 0.077 -0.217 -0.506
C 0.263 -1.240 -1.360
C 2.375 0.274 0.219
C 1.074 0.153 0.502
H -1.145 1.036 1.654
H -2.453 1.614 0.704
H -2.485 -0.071 1.158
H -1.812 0.122 -1.050
H -0.605 -1.525 -1.960
H 1.097 -1.897 -1.550
H 3.149 0.447 0.952
H 2.643 -0.156 -0.745
H 0.764 0.235 1.537
*
```

Computed properties:
HOMO, eV: -8.03
Energy relative to the best compared isomer or geometry (same formula, charge and spin), kJ/mol: 178.15
Strongest force on any atom, eV/Å: 1.6
Calculated total energy, eV: -6819.149
Gap between HOMO and LUMO, eV: 9.141

=====

[5]
ORCA calculation (ωB97M-V/def2-TZVPD) on a cluster of 2 separate species, CH7N4 in total at a distorted geometry.

Geometry as ORCA input:
```
! wB97M-V def2-TZVPD RIJCOSX def2/J DEFGRID3
* xyz 1 1
C -2.294 0.518 -0.628
N -1.727 -0.028 0.362
N 0.887 0.383 0.622
N 2.906 0.109 -0.330
N 1.631 -0.174 -0.239
H -2.317 -0.216 1.179
H -3.362 0.577 -0.887
H -1.538 0.977 -1.246
H -0.100 0.253 0.410
H 1.260 0.998 1.433
H 3.433 -0.498 -1.031
H 3.394 0.797 0.160
*
```

Computed properties:
HOMO, eV: -14.62
Energy relative to the best compared isomer or geometry (same formula, charge and spin), kJ/mol: 115.29
Strongest force on any atom, eV/Å: 4.1
Calculated total energy, eV: -7101.652
Gap between HOMO and LUMO, eV: 9.951

=====

[6]
ORCA calculation (ωB97M-V/def2-TZVPD) on a cluster of 7 separate species, C42H95F2IN7O19PS in total at a distorted geometry.

Geometry as ORCA input:
```
! wB97M-V def2-TZVPD RIJCOSX def2/J DEFGRID3
* xyz 0 1
O -7.373 -7.533 -0.837
C -7.460 -6.264 -1.325
I -7.413 -5.874 -3.503
C -7.637 -4.997 -0.310
C -6.198 -4.225 0.062
O -5.867 -4.275 1.352
O -5.560 -3.521 -1.030
C -4.115 -3.648 -1.126
N -3.332 -2.406 -0.647
C -3.781 -1.930 0.704
O -4.956 -1.391 1.037
F -2.763 -1.996 1.818
C -3.563 -1.336 -1.730
O -4.758 -0.726 -1.925
F -2.471 -0.883 -2.670
P -3.352 -5.291 -0.505
O -4.327 -6.707 -0.766
O -1.892 -5.527 -1.492
S -2.697 -5.227 1.344
H -8.224 -5.211 0.677
H -8.265 -4.165 -0.892
H -3.884 -3.656 -2.302
H -5.010 -6.775 -0.029
H -1.505 -4.610 -1.639
C -11.952 -1.093 3.316
O -12.167 -0.177 2.254
C -11.246 0.920 2.256
C -10.286 0.823 1.062
N -9.346 -0.295 1.221
C -8.591 -0.611 0.002
C -9.393 -1.091 -1.225
O -10.002 -2.372 -1.056
C -11.265 -2.341 -0.402
H -12.792 -1.792 3.338
H -11.037 -1.667 3.152
H -11.904 -0.576 4.278
H -10.699 1.003 3.203
H -11.843 1.832 2.140
H -9.720 1.756 0.966
H -10.893 0.696 0.159
H -9.861 -1.127 1.499
H -7.884 -1.406 0.272
H -7.988 0.260 -0.279
H -8.678 -1.213 -2.047
H -10.121 -0.351 -1.573
H -11.828 -1.429 -0.619
H -11.131 -2.465 0.676
H -11.850 -3.197 -0.753
C -1.955 1.375 -5.011
O -1.463 1.188 -6.329
C -1.168 2.416 -7.004
C 0.346 2.576 -7.200
N 1.027 2.823 -5.922
C 2.489 2.712 -5.999
C 3.078 1.335 -6.370
O 2.875 0.330 -5.375
C 1.617 -0.329 -5.452
H -2.310 0.410 -4.641
H -1.160 1.723 -4.348
H -2.790 2.081 -5.000
H -1.600 3.285 -6.494
H -1.634 2.350 -7.994
H 0.544 3.413 -7.879
H 0.718 1.659 -7.669
H 0.695 2.153 -5.232
H 2.874 2.985 -5.009
H 2.866 3.466 -6.700
H 4.164 1.461 -6.443
H 2.752 0.985 -7.356
H 1.248 -0.413 -6.478
H 0.887 0.185 -4.821
H 1.736 -1.338 -5.047
C -7.704 -5.844 8.561
O -7.920 -4.928 7.499
C -6.999 -3.831 7.501
C -6.039 -3.929 6.306
N -5.099 -5.046 6.465
C -4.344 -5.363 5.247
C -5.146 -5.842 4.019
O -5.755 -7.123 4.189
C -7.018 -7.093 4.842
H -8.545 -6.543 8.582
H -6.790 -6.418 8.397
H -7.657 -5.327 9.523
H -6.452 -3.748 8.448
H -7.596 -2.920 7.384
H -5.473 -2.995 6.211
H -6.646 -4.055 5.404
H -5.614 -5.878 6.744
H -3.637 -6.157 5.517
H -3.741 -4.491 4.966
H -4.431 -5.964 3.197
H -5.874 -5.102 3.671
H -7.581 -6.180 4.626
H -6.884 -7.217 5.920
H -7.603 -7.948 4.492
C -0.077 -2.576 0.928
O 0.415 -2.764 -0.390
C 0.710 -1.536 -1.066
C 2.224 -1.375 -1.261
N 2.905 -1.129 0.017
C 4.367 -1.240 -0.060
C 4.956 -2.617 -0.431
O 4.753 -3.622 0.564
C 3.495 -4.281 0.487
H -0.431 -3.541 1.298
H 0.718 -2.229 1.591
H -0.912 -1.871 0.939
H 0.278 -0.666 -0.556
H 0.244 -1.602 -2.055
H 2.422 -0.538 -1.940
H 2.596 -2.292 -1.730
H 2.573 -1.798 0.707
H 4.752 -0.967 0.930
H 4.744 -0.486 -0.761
H 6.042 -2.491 -0.504
H 4.631 -2.966 -1.417
H 3.126 -4.365 -0.539
H 2.765 -3.767 1.118
H 3.615 -5.290 0.892
C 10.030 1.924 -0.583
O 10.108 2.003 0.832
C 9.963 3.336 1.334
C 8.634 3.490 2.086
N 7.490 3.443 1.165
C 6.193 3.309 1.838
C 5.947 2.024 2.656
O 5.860 0.839 1.862
C 7.114 0.247 1.548
H 10.318 0.913 -0.883
H 9.008 2.102 -0.924
H 10.714 2.635 -1.054
H 10.068 4.091 0.546
H 10.779 3.492 2.050
H 8.622 4.445 2.624
H 8.574 2.681 2.822
H 7.603 2.654 0.533
H 5.429 3.358 1.052
H 6.034 4.182 2.482
H 4.966 2.131 3.133
H 6.663 1.898 3.475
H 7.856 0.391 2.339
H 7.484 0.638 0.596
H 6.959 -0.827 1.415
C 10.630 9.789 -4.125
O 10.621 10.352 -2.822
C 9.322 10.366 -2.219
C 9.261 9.378 -1.045
N 9.306 7.987 -1.514
C 9.527 7.008 -0.443
C 10.861 7.087 0.327
O 12.006 6.753 -0.459
C 12.530 7.831 -1.224
H 11.611 9.974 -4.568
H 10.476 8.708 -4.079
H 9.869 10.251 -4.759
H 8.524 10.174 -2.946
H 9.171 11.376 -1.822
H 8.337 9.536 -0.478
H 10.108 9.595 -0.386
H 10.056 7.888 -2.193
H 9.469 6.017 -0.911
H 8.695 7.066 0.269
H 10.819 6.332 1.120
H 11.000 8.046 0.839
H 12.398 8.799 -0.733
H 12.076 7.838 -2.219
H 13.601 7.660 -1.363
*
```

Computed properties:
HOMO, eV: -8.35
Strongest force on any atom, eV/Å: 10.3
Calculated total energy, eV: -128071.678
Gap between HOMO and LUMO, eV: 6.484